1.
# C30H35N3O6S3Ti

C30H35N3O6S3Ti as an isolated structure (ωB97M-V/def2-TZVPD, the OMol25 dataset).

ORCA input file:
```
! wB97M-V def2-TZVPD RIJCOSX def2/J DEFGRID3
* xyz 0 1
Ti -0.74 -0.57 -0.74
C 2.48 -0.87 -1.17
N 1.23 -1.65 -1.26
C 1.06 -2.22 -2.63
C 1.14 -1.22 -3.78
C 0.43 0.11 -3.59
N -0.82 0.01 -2.83
C -1.87 0.48 -3.38
C -3.17 0.68 -2.76
C -4.26 1.03 -3.56
C -5.49 1.30 -3.00
C -5.64 1.24 -1.61
C -4.57 0.92 -0.79
C -3.34 0.62 -1.37
O -2.30 0.29 -0.60
C 1.35 -2.82 -0.34
C 1.66 -2.49 1.12
C 0.77 -1.42 1.76
N -0.54 -1.47 1.11
C -1.53 -2.07 1.66
C -2.73 -2.46 0.95
C -3.86 -2.87 1.68
C -4.97 -3.35 1.03
C -4.96 -3.47 -0.36
C -3.85 -3.10 -1.09
C -2.73 -2.57 -0.46
O -1.67 -2.19 -1.18
H 3.34 -1.51 -1.39
H 2.59 -0.45 -0.17
H 2.46 -0.04 -1.87
H 0.10 -2.73 -2.64
H 1.84 -2.98 -2.78
H 0.73 -1.73 -4.65
H 2.19 -1.00 -4.02
H 0.24 0.57 -4.56
H 1.05 0.82 -3.03
H -1.81 0.82 -4.42
H -4.12 1.10 -4.63
H -6.33 1.57 -3.62
H -6.60 1.47 -1.16
H -4.66 0.88 0.28
H 2.15 -3.47 -0.73
H 0.42 -3.38 -0.42
H 2.70 -2.18 1.25
H 1.55 -3.43 1.66
H 1.18 -0.42 1.65
H 0.66 -1.58 2.83
H -1.43 -2.37 2.70
H -3.83 -2.79 2.76
H -5.84 -3.65 1.60
H -5.83 -3.86 -0.87
H -3.83 -3.19 -2.17
C 2.75 0.14 6.60
O 1.56 0.48 5.91
C 1.54 0.48 4.57
S 2.94 0.06 3.71
S 0.04 0.91 3.91
H 2.51 0.22 7.66
H 3.56 0.82 6.34
H 3.07 -0.87 6.36
C 5.45 4.37 1.72
C 4.15 3.88 1.13
C 3.25 3.17 1.91
C 2.04 2.74 1.40
C 1.74 3.03 0.08
C 2.62 3.73 -0.73
C 3.82 4.16 -0.19
S 0.21 2.48 -0.58
O -0.88 2.92 0.22
O 0.19 2.77 -2.00
O 0.36 0.93 -0.42
H 5.78 3.72 2.53
H 5.34 5.38 2.12
H 6.24 4.40 0.96
H 3.50 2.91 2.94
H 1.35 2.18 2.03
H 2.36 3.94 -1.76
H 4.52 4.71 -0.81
*
```

As for the LUMO energy: -1.23 eV. As for the relative energy (zero: lowest compared OMol25 entry of this formula, charge and spin): 9.3 kcal/mol. The HOMO-LUMO gap is 0.1882 Ha. The calculation puts the strongest force on any atom at 0.189 eV Å⁻¹. The calculated total energy comes out at -3824.063841 Ha.

***

2.
# C30H35N6O4PRhS

C30H35N6O4PRhS as an isolated structure (ωB97M-V/def2-TZVPD, the OMol25 dataset).

ORCA input file:
```
! wB97M-V def2-TZVPD RIJCOSX def2/J DEFGRID3
* xyz 1 5
Rh 0.21 -1.00 0.39
C -0.24 -1.40 4.89
C 0.98 -0.97 5.38
C 1.95 -0.52 4.50
C 1.65 -0.48 3.15
N 0.46 -0.87 2.67
C -0.45 -1.34 3.52
C 2.64 -0.06 2.12
C 3.79 0.64 2.45
C 4.69 0.97 1.45
C 4.41 0.59 0.15
C 3.23 -0.07 -0.10
N 2.35 -0.39 0.85
H -1.02 -1.77 5.54
H 1.19 -1.02 6.45
H 2.92 -0.23 4.86
H -1.37 -1.69 3.08
H 3.97 0.94 3.47
H 5.60 1.50 1.69
H 5.09 0.81 -0.66
H 2.96 -0.36 -1.11
C 2.34 -2.01 -2.95
C 1.28 -0.91 -3.11
P -0.17 -1.21 -2.03
C -0.66 -2.92 -2.42
C -0.90 -3.20 -3.90
C -1.56 -0.21 -2.71
C -1.35 0.45 -4.07
H 3.27 -1.72 -3.43
H 2.00 -2.94 -3.41
H 2.55 -2.23 -1.90
H 0.97 -0.86 -4.16
H 1.68 0.08 -2.87
H -1.57 -3.11 -1.85
H 0.08 -3.61 -2.00
H -1.72 -2.59 -4.30
H -1.18 -4.24 -4.05
H -0.02 -3.01 -4.51
H -1.80 0.55 -1.96
H -2.42 -0.88 -2.74
H -0.51 1.14 -4.05
H -2.24 1.01 -4.35
H -1.17 -0.29 -4.85
C 1.95 3.34 -2.40
C 0.94 3.00 -1.35
C -0.44 3.01 -1.63
C -1.38 2.73 -0.68
C -1.01 2.42 0.72
C 0.46 2.42 0.96
C 1.34 2.70 -0.03
S -2.13 1.85 2.83
O -1.10 1.70 3.81
O -3.51 1.65 3.15
N -2.89 -0.77 1.26
C -3.38 -1.93 0.51
C -2.92 -3.28 1.06
C -1.51 -3.71 0.66
O -1.31 -4.81 0.20
O -0.56 -2.83 0.86
H 1.52 3.28 -3.40
H 2.82 2.67 -2.35
H 2.33 4.36 -2.26
H -0.78 3.24 -2.63
H -2.43 2.74 -0.93
H 0.80 2.20 1.96
H 2.40 2.70 0.21
H -3.34 -0.52 2.13
H -3.04 -1.78 -0.52
H -4.47 -1.88 0.50
H -3.60 -4.05 0.70
H -3.00 -3.27 2.15
N -2.10 0.10 0.67
C -1.68 1.15 1.27
C -1.77 3.37 1.81
C -0.93 4.34 2.47
N -0.22 5.07 3.02
C -3.00 3.92 1.29
N -4.00 4.30 0.87
*
```

As for the LUMO energy (alpha / beta): -3.40 / -4.34 eV. As for the relative energy (zero: lowest compared OMol25 entry of this formula, charge and spin): 28.4 kcal/mol. The HOMO-LUMO gap (alpha / beta) is 0.2588 / 0.2779 Ha. The calculation puts the strongest force on any atom at 0.427 eV Å⁻¹. The calculated total energy comes out at -2643.411369 Ha.

***

3.
# C30H36As2AuN2O12P

C30H36As2AuN2O12P as an isolated structure (ωB97M-V/def2-TZVPD, the OMol25 dataset).

ORCA input file:
```
! wB97M-V def2-TZVPD RIJCOSX def2/J DEFGRID3
* xyz 2 3
Au 0.22 0.22 0.52
C 4.98 2.84 -0.31
O 4.31 1.60 0.01
C 3.00 1.49 -0.08
O 2.48 0.41 0.23
N 2.31 2.56 -0.53
N 0.92 2.46 -0.68
H 6.02 2.67 -0.10
H 4.61 3.65 0.31
H 4.86 3.07 -1.37
H 2.78 3.39 -0.84
H 0.68 2.38 -1.66
H 0.47 3.27 -0.28
O -3.87 -0.40 1.27
C -2.71 -0.07 1.31
O -1.84 -0.40 0.38
C -2.16 0.77 2.47
P -0.44 0.29 2.75
C -0.42 -1.31 3.55
C 0.82 -1.94 3.71
C 0.91 -3.12 4.42
C -0.24 -3.69 4.97
C -1.47 -3.08 4.80
C -1.57 -1.89 4.09
C 0.44 1.41 3.84
C 1.25 2.41 3.31
C 1.93 3.28 4.15
C 1.80 3.15 5.52
C 1.00 2.16 6.06
C 0.31 1.28 5.23
H -2.80 0.71 3.35
H -2.15 1.82 2.14
H 1.71 -1.48 3.30
H 1.87 -3.60 4.56
H -0.17 -4.60 5.54
H -2.36 -3.53 5.22
H -2.54 -1.43 3.95
H 1.34 2.50 2.23
H 2.56 4.06 3.73
H 2.34 3.82 6.18
H 0.90 2.06 7.14
H -0.31 0.50 5.65
C -4.79 -4.77 -1.18
O -4.09 -4.18 -0.06
C -2.86 -3.79 -0.05
O -2.34 -3.53 1.04
C -1.84 -3.76 -1.14
C -1.85 -3.84 -2.47
As -0.29 -4.29 -3.65
C -0.65 -6.20 -3.77
C 1.01 -4.17 -2.09
C 1.01 -2.97 -1.50
As -0.36 -3.39 0.11
C 0.06 -5.14 0.88
C 0.88 -1.64 -2.14
O 0.31 -0.64 -1.73
O 1.54 -1.65 -3.28
C 1.49 -0.46 -4.10
C 1.73 -5.40 -1.58
O 1.21 -6.48 -1.62
O 2.97 -5.26 -1.11
C 3.70 -4.03 -1.11
C -3.05 -3.76 -3.39
O -3.19 -4.62 -4.23
O -3.86 -2.72 -3.34
C -3.72 -1.62 -2.40
H -5.19 -3.99 -1.82
H -5.60 -5.34 -0.74
H -4.14 -5.45 -1.73
H -1.41 -6.28 -4.55
H -0.99 -6.63 -2.84
H 0.26 -6.69 -4.10
H -0.22 -5.94 0.21
H -0.52 -5.17 1.79
H 1.12 -5.21 1.13
H 1.97 -0.73 -5.03
H 2.05 0.34 -3.60
H 0.46 -0.15 -4.26
H 4.72 -4.30 -0.88
H 3.33 -3.36 -0.33
H 3.67 -3.53 -2.08
H -4.19 -1.86 -1.45
H -4.25 -0.79 -2.86
H -2.68 -1.36 -2.24
*
```

As for the LUMO energy (alpha / beta): -6.62 / -7.98 eV. As for the relative energy (zero: lowest compared OMol25 entry of this formula, charge and spin): 0.0 kcal/mol. The HOMO-LUMO gap (alpha / beta) is 0.2405 / 0.2227 Ha. The calculation puts the strongest force on any atom at 0.574 eV Å⁻¹. The calculated total energy comes out at -7125.070050 Ha.

***

4.
# C30H36AuN4

C30H36AuN4 as an isolated structure (ωB97M-V/def2-TZVPD, the OMol25 dataset).

ORCA input file:
```
! wB97M-V def2-TZVPD RIJCOSX def2/J DEFGRID3
* xyz -1 3
Au 0.29 -0.05 0.96
N -0.93 -2.00 3.14
N -0.03 -2.19 -0.33
C 1.44 1.61 0.46
C 2.30 0.49 0.77
C 2.04 0.09 2.13
C 2.73 -1.00 2.90
H 3.29 -1.67 2.23
H 2.01 -1.61 3.47
H 3.46 -0.56 3.61
C 1.00 0.93 2.66
C 0.45 0.87 4.05
H 1.03 1.52 4.74
H 0.50 -0.16 4.44
H -0.60 1.19 4.08
C 0.65 1.89 1.62
C -0.32 3.03 1.78
H -1.14 2.77 2.47
H -0.77 3.30 0.81
H 0.19 3.92 2.18
C 3.34 -0.11 -0.14
H 4.34 -0.12 0.34
H 3.43 0.48 -1.07
H 3.09 -1.15 -0.42
C 1.46 2.42 -0.81
H 0.44 2.62 -1.18
H 2.00 1.90 -1.61
H 1.96 3.39 -0.64
C -1.84 -2.47 4.01
H -2.05 -1.82 4.87
C -2.49 -3.70 3.87
H -3.22 -4.03 4.62
C -2.18 -4.48 2.75
H -2.66 -5.46 2.60
C -1.24 -4.01 1.83
H -0.99 -4.59 0.94
C -0.63 -2.75 2.05
C 0.31 -2.14 1.10
H 1.34 -2.49 1.26
C 0.02 -0.91 -0.75
C -0.26 -3.09 -1.36
H -0.35 -4.16 -1.23
C -0.36 -2.32 -2.49
H -0.56 -2.58 -3.53
N -0.18 -0.97 -2.11
C -0.13 0.14 -3.01
C 1.09 0.45 -3.65
C 1.13 1.57 -4.50
H 2.07 1.82 -4.99
C 0.00 2.38 -4.71
C 0.06 3.57 -5.64
H 0.02 4.52 -5.08
H -0.80 3.56 -6.34
H 0.98 3.56 -6.24
C -1.20 2.04 -4.05
H -2.09 2.66 -4.20
C -1.29 0.93 -3.20
C -2.58 0.62 -2.47
H -3.00 -0.35 -2.78
H -3.33 1.41 -2.66
H -2.40 0.55 -1.39
C 2.33 -0.39 -3.43
H 2.47 -1.13 -4.23
H 2.27 -0.95 -2.48
H 3.23 0.25 -3.41
C -3.59 0.55 3.18
C -2.47 0.37 2.26
N -1.51 0.21 1.64
H -3.20 0.53 4.22
H -4.33 -0.26 3.06
H -4.07 1.54 3.00
*
```

As for the LUMO energy (alpha / beta): 2.48 / 2.46 eV. As for the relative energy (zero: lowest compared OMol25 entry of this formula, charge and spin): 180.7 kcal/mol. The HOMO-LUMO gap (alpha / beta) is 0.0741 / 0.1277 Ha. The calculation puts the strongest force on any atom at 8.942 eV Å⁻¹. The calculated total energy comes out at -1519.078218 Ha.

***

5.
# C30H36BN9O6SV

C30H36BN9O6SV as an isolated structure (ωB97M-V/def2-TZVPD, the OMol25 dataset).

ORCA input file:
```
! wB97M-V def2-TZVPD RIJCOSX def2/J DEFGRID3
* xyz -1 3
V -0.55 0.85 -0.70
C 1.82 0.12 1.87
C 2.35 0.21 0.49
C 3.67 0.00 0.04
C 3.64 0.22 -1.32
C 4.75 0.15 -2.31
N 2.37 0.54 -1.65
N 1.59 0.52 -0.55
B 1.75 0.89 -3.01
N 0.70 -0.17 -3.39
N -0.58 -0.02 -2.95
C -1.28 -1.00 -3.52
C -2.76 -1.13 -3.35
C -0.44 -1.80 -4.31
C 0.81 -1.24 -4.18
C 2.12 -1.70 -4.73
N 1.03 2.25 -2.91
N 0.03 2.44 -2.01
C -0.46 3.66 -2.18
C -1.56 4.19 -1.34
C 0.23 4.28 -3.23
C 1.16 3.35 -3.67
C 2.16 3.46 -4.77
H 2.53 -0.41 2.51
H 0.87 -0.40 1.89
H 1.66 1.11 2.29
H 4.52 -0.28 0.64
H 5.69 -0.02 -1.78
H 4.84 1.07 -2.89
H 4.61 -0.67 -3.02
H 2.62 0.96 -3.84
H -3.16 -0.30 -2.78
H -3.00 -2.07 -2.85
H -3.25 -1.13 -4.33
H -0.71 -2.67 -4.87
H 1.95 -2.47 -5.48
H 2.73 -2.14 -3.93
H 2.69 -0.89 -5.18
H -2.40 3.49 -1.31
H -1.90 5.16 -1.73
H -1.23 4.33 -0.31
H 0.07 5.27 -3.62
H 2.08 4.44 -5.24
H 2.00 2.70 -5.53
H 3.18 3.34 -4.40
O -0.47 2.03 0.83
N -0.67 2.45 2.03
N -1.28 1.62 2.78
O -1.67 0.47 2.43
C -1.49 2.05 4.14
C -1.11 3.31 4.58
C -1.34 3.66 5.90
C -1.94 2.77 6.77
C -2.31 1.51 6.32
C -2.09 1.15 5.00
H -0.65 4.00 3.89
H -1.05 4.65 6.25
H -2.12 3.05 7.80
H -2.79 0.81 7.00
H -2.38 0.18 4.61
C -0.09 -5.33 4.82
C -0.24 -4.60 3.52
C -0.57 -3.25 3.48
C -0.70 -2.57 2.27
C -0.49 -3.26 1.08
C -0.18 -4.61 1.10
C -0.05 -5.27 2.31
S -0.56 -2.44 -0.50
O -1.40 -3.30 -1.30
O 0.80 -2.24 -0.93
N -1.23 -1.01 -0.25
C -2.68 -1.02 0.01
C -3.33 0.29 -0.44
O -4.54 0.39 -0.38
O -2.51 1.20 -0.86
H -0.15 -4.64 5.67
H 0.86 -5.86 4.88
H -0.89 -6.07 4.95
H -0.74 -2.71 4.40
H -0.98 -1.53 2.25
H -0.05 -5.14 0.16
H 0.20 -6.32 2.32
H -2.90 -1.14 1.08
H -3.18 -1.82 -0.52
*
```

As for the LUMO energy (alpha / beta): 2.48 / 2.47 eV. As for the relative energy (zero: lowest compared OMol25 entry of this formula, charge and spin): 12.1 kcal/mol. The HOMO-LUMO gap (alpha / beta) is 0.2849 / 0.2979 Ha. The calculation puts the strongest force on any atom at 1.123 eV Å⁻¹. The calculated total energy comes out at -3476.308867 Ha.

***

6.
# C30H36BaGe2N2O2

C30H36BaGe2N2O2 as an isolated structure (ωB97M-V/def2-TZVPD, the OMol25 dataset).

ORCA input file:
```
! wB97M-V def2-TZVPD RIJCOSX def2/J DEFGRID3
* xyz 0 1
Ba 2.64 1.33 2.12
O 0.72 2.09 3.34
C -0.55 2.35 3.26
C -1.35 2.37 4.42
C -2.70 2.64 4.36
C -3.33 2.92 3.15
C -2.58 2.91 2.00
C -1.20 2.62 2.02
C -0.54 2.55 0.74
N 0.68 2.23 0.53
N 1.01 2.11 -0.84
C 2.33 2.30 -1.07
O 3.18 2.48 -0.19
C 2.74 2.32 -2.51
C 1.96 2.95 -3.47
C 2.36 2.94 -4.80
C 3.54 2.31 -5.16
C 4.34 1.71 -4.19
C 3.95 1.72 -2.87
H -0.86 2.15 5.36
H -3.28 2.64 5.28
H -4.39 3.13 3.11
H -3.05 3.10 1.04
H -1.19 2.75 -0.12
H 1.05 3.45 -3.17
H 1.76 3.44 -5.55
H 3.85 2.30 -6.20
H 5.26 1.22 -4.48
H 4.55 1.26 -2.10
C -2.50 0.98 -3.37
C -1.21 1.73 -3.04
Ge -0.02 0.74 -1.83
C 1.21 -0.43 -2.80
C 0.47 -1.67 -3.31
C -1.09 -0.19 -0.51
C -0.64 -1.02 0.44
Ge 1.32 -1.33 0.84
C 1.66 -3.13 0.00
C 1.97 -4.30 0.93
C 1.32 -1.56 2.88
C 0.57 -2.64 3.67
C -1.64 -1.69 1.32
C -2.36 -0.95 2.26
C -3.25 -1.59 3.11
C -3.45 -2.96 3.03
C -2.74 -3.69 2.08
C -1.84 -3.07 1.24
H -3.10 1.54 -4.09
H -3.11 0.83 -2.48
H -2.30 0.00 -3.80
H -1.43 2.70 -2.60
H -0.65 1.93 -3.96
H 2.00 -0.72 -2.11
H 1.66 0.11 -3.63
H -0.05 -2.19 -2.51
H 1.16 -2.37 -3.77
H -0.28 -1.40 -4.07
H -2.17 -0.07 -0.62
H 2.49 -2.98 -0.69
H 0.80 -3.38 -0.63
H 2.73 -4.04 1.67
H 2.33 -5.17 0.38
H 1.08 -4.60 1.49
H 0.97 -0.59 3.28
H 2.39 -1.63 3.14
H -0.51 -2.53 3.56
H 0.80 -2.56 4.74
H 0.84 -3.64 3.35
H -2.21 0.12 2.33
H -3.79 -1.00 3.85
H -4.14 -3.45 3.70
H -2.89 -4.76 2.01
H -1.27 -3.65 0.52
*
```

As for the LUMO energy: -0.37 eV. As for the relative energy (zero: lowest compared OMol25 entry of this formula, charge and spin): 0.0 kcal/mol. The HOMO-LUMO gap is 0.2205 Ha. The calculation puts the strongest force on any atom at 0.098 eV Å⁻¹. The calculated total energy comes out at -5604.113906 Ha.

***

> Among the records above, which one has the highest strongest force on any atom?

C30H36AuN4